[1]
DFT (wB97M-V/def2-TZVPD) results for a structure of composition C20H34N6O4S2.

XYZ file:
```
66
Properties=species:S:1:pos:R:3:forces:R:3:mulliken_charge:R:1
S -3.10807 -0.15241 -1.46797 -1.6 4.0 -0.3 1.0774
S -2.42107 -0.42504 2.01533 0.1 -0.5 0.4 0.8337
O -4.38016 -0.14674 -0.73783 0.9 -0.3 -1.2 -0.8455
O -2.40434 -1.35062 -1.79566 -1.1 -1.2 0.6 -0.7285
O -3.76475 -0.47900 2.65647 2.7 0.0 -1.6 -0.7844
O -2.19360 -0.43002 0.53741 -0.9 -5.8 8.0 -0.2802
N 3.47559 -0.46632 0.58823 -1.5 -3.2 0.7 -0.7925
N -0.46171 1.97896 0.20484 3.6 3.8 3.7 -0.4180
N 1.49038 -0.65748 -2.44990 -3.0 -8.0 -3.2 -0.5254
N 0.78696 -3.02888 0.27769 0.2 -2.7 -0.4 -0.4157
N 0.96139 2.43360 -4.17803 0.5 -1.0 2.5 -0.6843
N 5.22877 0.14813 -2.16497 -1.6 2.5 3.4 -0.5319
C -1.91922 1.65254 -3.06889 -0.3 -0.1 0.8 -0.6131
C 1.55563 1.33845 -1.80670 0.5 4.4 -1.1 0.0071
C -0.50266 -2.35884 -2.85685 1.6 0.1 -1.7 -1.0087
C 4.36096 1.52336 -0.07831 0.8 1.5 -0.5 0.1446
C -0.17586 -4.19951 2.40655 -0.6 -0.7 -0.5 -0.8285
C 0.83831 -0.72607 0.35903 0.8 0.1 -1.0 0.8497
C -1.23837 -1.71474 2.70691 -2.6 0.8 0.3 -1.2401
C 1.19120 1.98078 -3.12180 0.3 0.7 -1.5 -0.5330
C 0.07797 0.38070 2.83193 -2.1 0.0 0.6 1.4512
C -1.44720 0.95624 2.79696 1.3 -1.6 -0.3 -1.1416
C 1.70627 2.17655 1.60679 0.9 0.4 -1.1 -2.2840
C 0.63475 -1.43838 -2.67305 1.6 1.5 0.9 0.6807
C -3.21994 0.85634 -3.02743 -0.1 -0.4 0.8 -0.9036
C 4.82711 0.78729 -1.24726 2.1 -2.4 -3.2 0.2154
C -0.00405 -1.10290 3.30364 0.7 1.1 0.0 -1.2648
C -1.72800 2.20241 -1.63441 -1.0 -0.5 -2.0 -1.0358
C 0.48922 2.09194 0.82267 0.8 2.1 1.3 1.1963
C -1.87014 1.01260 -0.67311 -2.0 1.8 -4.5 0.1001
C 0.32316 -3.53733 1.18984 0.5 -1.9 0.7 0.5004
C 2.33692 -0.58025 0.49260 -2.1 -0.8 -0.3 0.3388
H -0.68345 -5.14349 2.20814 0.7 -0.4 -0.4 0.3561
H -1.75249 -2.13638 3.57062 -0.7 -0.1 -0.3 0.8121
H -1.53638 1.89949 2.25807 -0.2 -0.2 0.3 0.5720
H 0.40238 -1.24618 1.21200 0.6 0.6 -0.9 -0.3325
H 2.42300 2.82802 1.10681 -0.2 0.3 0.1 0.5044
H -2.54168 2.90563 -1.45694 0.2 0.4 0.2 0.4727
H -0.05731 -1.23289 4.38455 0.1 0.4 0.0 0.2798
H 4.45450 0.89021 0.80400 0.6 1.1 -0.3 0.3263
H 2.09483 1.16909 1.45796 0.6 0.4 0.9 1.1575
H 2.32409 0.60880 -2.06200 -0.1 1.5 0.9 0.7061
H 0.66002 -1.37501 -0.49840 0.3 0.9 0.4 0.4729
H -2.17304 1.21429 0.35436 -0.6 1.3 -2.1 1.3650
H 0.60594 1.00002 -1.39240 1.0 -0.1 -0.2 1.2905
H -0.94419 0.44390 -0.75854 -1.0 -0.4 -0.4 -1.4153
H 0.73181 1.06350 3.37451 -0.5 -0.7 0.7 0.5808
H -1.07175 1.00869 -3.30419 -0.1 0.0 -0.3 0.1043
H -1.97938 2.46591 -3.79202 0.1 -0.2 -0.1 0.4118
H 4.90608 2.45883 0.04752 0.0 0.2 -0.3 0.5194
H 3.30323 1.69790 -0.27538 0.7 0.2 0.4 -0.9655
H 1.62240 2.47908 2.65060 -0.3 -0.1 -0.4 0.4134
H 2.01300 2.10192 -1.17740 -0.7 0.7 -0.1 0.5234
H -4.03644 1.54718 -2.81725 -0.2 -0.1 -0.3 0.4645
H -0.24890 -2.86434 -3.78861 -0.1 -0.4 0.0 0.4559
H 0.49889 0.35068 1.82693 -1.0 0.1 1.5 -2.5232
H 0.89060 -1.63630 2.98240 0.2 0.0 0.0 0.4302
H -1.90193 0.94232 3.78748 0.2 0.4 0.1 0.5587
H -1.14654 -2.51100 1.96824 -0.5 2.3 -0.4 0.2783
H -0.74364 2.66001 -1.53565 -0.8 0.3 -0.6 0.4495
H -0.63190 -3.08534 -2.05460 0.1 0.3 0.0 0.1619
H -1.03340 -3.59040 2.69240 0.9 -1.5 1.2 0.3691
H 0.60773 -4.30612 3.15670 -0.2 0.1 0.0 0.3042
H -3.40649 0.22272 -3.89450 -0.2 0.0 0.1 0.4501
H -1.40005 -1.75801 -3.00447 0.7 -0.6 -0.3 0.3131
H 0.30494 0.20220 0.15428 1.0 -0.8 0.4 -0.4036
```
Forces are in eV/Å.

Values from the calculation:
orbital gap	0.3263	Eh
LUMO	-0.15	eV

***

[2]
DFT (wB97M-V/def2-TZVPD) results for a cluster of 2 separate species, C4H11N2 in total.

XYZ file:
```
17
Properties=species:S:1:pos:R:3:forces:R:3:mulliken_spin:R:1
N -0.44300 1.29996 -1.47098 -0.5 -0.7 0.3 0.4882
N 0.20193 2.34611 0.45096 -0.1 0.4 -1.1 0.7295
C 0.56592 -1.18745 0.60724 -0.3 -0.8 1.1 -0.0027
C 0.10944 -1.99823 -0.59384 0.1 1.0 -1.5 -0.0005
C 0.09399 2.32578 -0.91091 0.2 0.4 0.8 -0.1651
C -0.55272 -0.65678 1.50581 -0.2 0.3 -0.5 -0.0038
H -0.14688 -0.06253 2.32406 0.0 -0.1 0.1 0.0016
H 1.16828 -0.33668 0.29064 0.0 -0.1 -0.1 0.0020
H -1.16330 0.01336 0.89610 -0.1 0.0 0.2 0.0002
H 1.20872 -1.83372 1.21793 0.2 0.2 -0.1 -0.0001
H -0.67251 1.44093 -2.44697 0.4 0.2 -0.3 -0.0185
H 0.44025 3.19814 -1.46825 -0.1 0.1 -0.2 -0.0099
H 0.37556 3.33755 0.65962 0.2 -0.3 0.4 -0.0231
H -1.21862 -1.42481 1.90374 0.2 -0.2 0.0 -0.0002
H -0.77623 -1.56986 -1.07505 -0.2 0.0 0.4 0.0020
H -0.05865 -3.06951 -0.52213 0.1 0.0 0.6 0.0005
H 0.86781 -1.82224 -1.36796 0.0 -0.5 0.0 -0.0003
```
Forces are in eV/Å.

Values from the calculation:
orbital gap (spin up / spin down)	0.4177 / 0.3104	Eh
LUMO (spin up / spin down)	0.80 / -1.83	eV
2S+1	2

***

[3]
DFT (wB97M-V/def2-TZVPD) results for a structure of composition C4H9NO.

XYZ file:
```
15
Properties=species:S:1:pos:R:3:forces:R:3:mulliken_charge:R:1
O 1.53362 0.82436 -1.62934 0.4 0.1 0.8 -0.5584
N 1.38970 -0.22126 0.45846 0.2 0.4 -0.3 -0.1310
C -0.69551 -0.22054 -0.59280 0.1 -0.4 -1.0 -0.5805
C 1.68009 0.78128 -0.39936 1.7 0.0 -0.3 -0.0389
C 0.24866 -1.11768 0.21504 0.0 0.0 -0.5 -0.4045
C -1.66578 0.50652 0.41730 0.3 0.2 -0.4 -1.2408
H -2.34310 -0.21245 0.93365 0.5 0.1 -0.5 0.2983
H -1.32699 -0.79687 -1.25222 -0.3 -0.6 0.1 0.3470
H 1.87238 -0.20660 1.34814 -0.4 0.2 -0.1 0.2526
H -1.17051 1.05048 1.23875 0.2 -0.1 -0.4 0.3180
H -2.32823 1.21971 -0.08063 0.2 0.0 0.0 0.3320
H 0.21476 0.23810 -1.56559 -3.4 -0.6 2.9 0.4522
H -0.09816 -1.48694 1.20306 -0.1 0.4 -0.5 0.3454
H 2.14431 1.64088 0.06643 0.5 0.2 0.4 0.3811
H 0.54476 -1.99898 -0.36086 0.2 0.1 0.0 0.2276
```
Forces are in eV/Å.

Values from the calculation:
orbital gap	0.3441	Eh
LUMO	0.79	eV

***

[4]
DFT (wB97M-V/def2-TZVPD) results for the molecule C2H5BrS.

XYZ file:
```
9
Properties=species:S:1:pos:R:3:forces:R:3:mulliken_charge:R:1
Br -0.98540 0.95034 -1.82548 0.4 -0.3 0.9 -0.1217
S -0.04959 1.51635 1.24962 0.7 -0.6 -1.2 -0.1732
C 0.24246 0.45252 -0.30603 -1.0 2.0 1.4 -0.1922
C 0.23976 -1.01553 -0.02949 -1.3 -1.2 2.4 -0.9271
H -0.71617 -1.53600 0.46520 1.3 1.6 -2.1 0.2696
H 0.58961 -1.38550 -0.96175 0.0 -1.5 -0.6 0.3259
H -1.36475 1.47309 1.25602 -0.7 -0.2 -0.1 0.1484
H 0.87152 -1.34187 0.82960 0.6 0.9 -0.9 0.3382
H 1.17256 0.88660 -0.67770 0.0 -0.6 0.1 0.3320
```
Forces are in eV/Å.

Values from the calculation:
orbital gap	0.3692	Eh
LUMO	0.60	eV
structure (SMILES)	C[C@H](S)Br

***

[5]
DFT (wB97M-V/def2-TZVPD) results for a cluster of 4 separate species, C16H44N4O4 in total.

XYZ file:
```
68
Properties=species:S:1:pos:R:3:forces:R:3:mulliken_spin:R:1
O 2.65295 16.19160 5.10756 0.3 1.3 -1.6 0.0281
O -1.83600 14.70988 4.87803 0.0 1.2 2.5 0.0001
O 5.30902 19.19183 -1.61432 -0.6 1.3 -0.7 0.0000
O 6.65209 15.53241 6.10964 0.4 0.6 -0.2 0.0025
N -1.28222 15.41642 8.45320 1.5 -0.7 0.8 0.0001
N 5.44518 20.20886 -4.40743 -0.1 -0.7 0.7 0.0000
N 5.55709 18.14376 6.71451 -0.4 -2.5 -2.3 0.7956
N 0.97634 19.31490 3.86646 -0.6 -0.5 0.7 0.0090
C 3.86351 21.90540 -3.94939 -0.8 0.0 1.3 0.0000
C -0.93692 14.50578 3.87229 0.0 -1.2 -1.9 0.0001
C 4.32666 20.16943 -2.14048 0.2 -2.4 1.5 0.0000
C 6.26991 17.82746 5.45569 1.4 0.6 0.7 0.0304
C 7.31243 16.68480 5.64233 -1.1 0.5 1.7 0.0162
C -2.11416 15.28431 7.28022 0.3 1.7 0.8 0.0001
C 4.91473 18.26709 -0.60917 0.5 0.1 -1.1 0.0001
C -1.18232 14.91167 6.14936 -0.5 -1.1 -0.5 -0.0001
C -2.74533 16.68564 7.25922 -1.7 -1.1 -1.7 0.0000
C 2.58572 18.12608 2.55644 -0.8 -1.8 0.2 0.0001
C 6.94433 19.07007 4.92817 0.9 2.0 -0.7 0.1166
C 6.14611 14.76067 5.04324 -1.3 -0.5 0.3 0.0019
C 4.88026 20.94954 -3.25314 0.8 1.8 -2.8 0.0000
C 2.90943 15.57336 6.31620 -1.9 -0.3 0.8 -0.0089
C 1.61413 18.00826 3.72268 1.5 1.5 1.0 -0.0047
C 2.29325 17.57822 5.10913 -0.7 -0.2 -1.4 -0.0049
H 5.17277 15.07715 4.66837 0.0 1.1 -0.3 -0.0012
H -1.86602 15.39030 9.27698 0.1 0.1 0.2 0.0000
H 0.81759 17.30028 3.49380 0.2 -0.2 0.1 0.0025
H -1.54178 14.29240 2.99097 0.0 0.8 -0.4 0.0000
H 3.48749 19.55332 -2.46343 -0.4 0.2 -0.1 0.0000
H 5.47673 17.35023 7.33414 1.2 -0.6 1.0 -0.0109
H 3.87435 17.94267 -0.58780 -0.3 0.4 -0.3 0.0000
H 4.58696 18.42204 6.67567 -0.4 1.5 -0.5 -0.0261
H 0.44604 19.32809 4.72595 -0.4 0.3 0.0 0.0001
H 2.92004 14.48970 6.19919 0.2 0.1 -0.4 0.0003
H -0.40829 13.55310 3.90450 0.5 -0.2 0.8 -0.0001
H 3.05855 21.41437 -4.49622 0.5 -0.6 -0.4 0.0000
H 5.69694 21.58574 -2.91198 -0.1 0.2 0.7 0.0000
H -2.87100 14.53625 7.51621 -0.3 -0.2 -0.9 0.0000
H 5.19101 18.62921 0.38110 0.1 -0.1 0.2 -0.0002
H 1.55148 20.14462 3.83678 0.4 -0.3 -0.1 0.0000
H -3.61349 16.59357 7.91186 0.1 0.6 0.3 0.0000
H 6.22462 19.82129 4.60292 -0.1 0.1 0.3 -0.0011
H 1.99638 15.78572 6.87238 0.3 -0.1 1.1 0.0035
H 5.49062 17.40283 -0.94011 0.1 -0.3 0.8 0.0000
H -3.18709 16.79210 6.26846 -0.1 0.5 -0.2 0.0000
H 6.85589 14.74632 4.21613 0.0 -0.7 0.1 -0.0002
H 4.06134 20.82937 -1.31453 -0.3 0.2 -0.1 0.0000
H -0.70631 13.96597 6.40850 0.0 -0.6 0.2 0.0001
H 7.64622 19.54904 5.61085 -0.1 -0.2 0.3 -0.0049
H -0.65785 14.62430 8.50608 0.1 -0.3 0.4 0.0000
H 5.58376 17.75353 4.61199 -1.1 -0.9 0.3 0.0420
H 7.52344 18.86984 4.02671 -0.1 -0.5 0.0 -0.0032
H 5.78875 13.84324 5.51090 1.1 -0.6 -0.4 -0.0008
H -0.31515 15.57206 6.15274 -0.2 0.8 -0.6 0.0001
H 3.52216 18.65419 2.73615 -0.3 0.4 0.1 -0.0012
H -2.13458 17.55655 7.49711 0.3 -0.5 0.1 0.0000
H -0.20741 15.29777 3.70301 -0.1 0.3 0.0 -0.0001
H 5.55825 20.87247 -5.16038 0.0 0.0 -0.1 0.0000
H 4.37287 22.62772 -4.58728 0.0 -0.2 0.0 0.0000
H 3.16246 18.19787 5.32960 0.7 0.3 -0.4 0.0097
H 8.00690 16.51636 4.81927 -0.5 0.1 -0.5 0.0005
H 3.80728 15.85399 6.86685 0.4 0.5 0.0 0.0116
H 3.25278 22.46154 -3.23818 0.4 0.4 0.4 0.0000
H 6.38092 19.91232 -4.16963 0.1 -0.3 0.0 0.0000
H 7.94614 17.00499 6.46937 0.1 0.1 0.1 -0.0049
H 1.57623 17.97451 5.82810 -0.3 -1.1 0.8 0.0022
H 1.97164 18.50314 1.73862 0.6 0.2 -0.2 0.0003
H 2.83103 17.08317 2.35577 0.4 0.0 -0.5 -0.0003
```
Forces are in eV/Å.

Values from the calculation:
orbital gap (spin up / spin down)	0.2914 / 0.0758	Eh
total charge	+1
LUMO (spin up / spin down)	-2.81 / -8.68	eV
2S+1	2

***

[6]
DFT (wB97M-V/def2-TZVPD) results for a structure of composition C5H9NO.

XYZ file:
```
16
Properties=species:S:1:pos:R:3:forces:R:3:mulliken_charge:R:1
O 1.20619 -0.38823 -0.54414 -2.2 0.1 0.9 -0.4326
N -1.00995 1.76112 1.29427 0.8 0.9 0.1 -0.5258
C -0.19448 1.20072 0.67762 -2.7 -0.6 0.9 0.0782
C -0.28385 -0.14661 0.07506 2.2 -0.9 -1.2 1.4263
C -0.50187 -1.24117 1.11122 0.3 -0.1 -0.2 -1.4782
C 1.98075 0.73334 -0.45558 -1.6 2.2 1.5 -0.5846
C -1.26760 -0.18751 -1.08636 0.2 -0.1 -0.2 -1.3931
H -1.14259 -1.15675 -1.57086 0.0 0.1 -0.1 0.3606
H -1.54861 -1.38667 1.41322 0.3 0.3 -0.3 0.3470
H 2.16245 1.27660 -1.39617 0.0 -0.4 0.2 0.2883
H 1.15901 1.56914 0.22916 2.6 -1.0 -1.5 0.1894
H -2.32099 -0.08921 -0.79009 0.4 0.0 0.3 0.3647
H 2.86063 0.66382 0.20382 -0.2 -0.2 -0.4 0.2991
H 0.09572 -1.05627 2.00655 0.0 -0.1 -0.2 0.3309
H -1.03851 0.60532 -1.80107 0.0 -0.1 0.0 0.3296
H -0.15628 -2.15766 0.63333 0.0 -0.1 0.1 0.4003
```
Forces are in eV/Å.

Values from the calculation:
orbital gap	0.3770	Eh
LUMO	0.25	eV

***

[7]
DFT (wB97M-V/def2-TZVPD) results for a structure of composition C3H6N2O2.

XYZ file:
```
13
Properties=species:S:1:pos:R:3:forces:R:3:mulliken_charge:R:1
O 0.51651 2.10245 -1.14179 0.0 1.8 -0.4 -0.5299
O 0.54600 -1.00334 1.85107 0.2 0.7 -1.6 -0.4706
N -0.36386 0.17968 -0.09247 2.7 0.8 0.7 -0.0133
N 1.64671 0.49872 0.13432 0.9 -1.3 2.6 -0.2356
C 0.62819 1.18876 -0.40674 -2.2 -0.8 -1.6 0.2823
C -1.46112 -0.21935 -0.83913 -4.2 -0.1 1.9 -0.9563
C 0.67350 -0.57533 0.50631 3.4 -4.8 -1.1 0.0958
H -0.07772 -0.37565 2.20772 -0.5 0.4 0.7 0.3466
H -1.88793 0.58632 -1.40983 0.2 0.7 -0.1 0.3447
H 2.32540 0.81805 0.82889 -0.3 0.2 -0.6 0.2505
H -2.29285 -0.45418 -0.06199 0.9 0.2 -1.4 0.2740
H -1.47815 -1.05163 -1.49177 1.1 -1.1 -0.6 0.3722
H 1.22531 -1.69450 -0.08460 -2.3 3.3 1.5 0.2396
```
Forces are in eV/Å.

Values from the calculation:
orbital gap	0.3915	Eh
LUMO	0.77	eV

***

[8]
DFT (wB97M-V/def2-TZVPD) results for a structure of composition C20H20MnN7O3S2.

XYZ file:
```
53
Properties=species:S:1:pos:R:3:forces:R:3:mulliken_charge:R:1
Mn 0.22854 -0.08819 -0.82463 -0.3 -0.5 -3.1 -0.1324
S -0.63980 0.57477 -3.06644 -0.2 -0.1 0.6 -0.2457
S -0.75417 -2.11739 1.49081 0.0 0.0 0.0 -0.4725
O 1.76160 -0.14815 0.68344 -0.4 0.1 0.3 -0.4936
O 1.98838 0.24239 -1.89810 0.3 -0.1 0.7 -0.5715
O 0.23024 -2.65930 -1.87746 -0.2 -0.5 -0.5 -0.5724
N -1.78532 0.08840 -0.29577 0.1 0.4 1.4 0.9693
N 3.01314 -1.90262 0.01557 0.0 -0.2 -0.1 -0.2436
N -2.66122 -0.89286 -0.04577 0.0 0.3 -0.6 -1.3658
N 1.99244 0.83793 -3.07871 -0.1 0.1 0.0 0.3853
N 0.07062 1.89085 -0.38050 -0.3 0.1 0.0 0.6537
N 0.18127 -1.63101 -1.39498 0.4 1.2 1.4 0.7538
N -3.11098 -2.96649 0.65813 0.1 0.0 0.0 -0.4205
C -0.37338 4.59674 -0.57222 0.2 -0.1 0.0 -0.6137
C 0.83329 1.09163 -3.73271 0.1 0.1 -0.2 0.6531
C -4.56130 1.04608 -1.21511 0.0 0.1 -0.1 -0.1136
C 1.09751 2.73223 -0.34973 -0.1 0.2 -0.1 -0.0291
C 2.15302 2.12417 -5.48756 0.1 0.0 0.1 -0.1744
C 2.66634 -0.95363 0.89222 0.0 0.0 0.1 0.6737
C -4.15326 2.65151 0.52453 0.0 -0.1 0.1 -0.2594
C 0.92102 4.10230 -0.42638 -0.1 0.0 0.0 -0.8945
C -3.67205 1.67626 -0.34494 -0.1 0.0 0.0 -0.0838
C 0.94061 1.77152 -4.96280 -0.1 0.0 0.0 -0.8736
C 3.43149 -0.89385 2.18525 0.0 0.0 0.0 -1.2237
C -1.44540 3.72604 -0.59105 0.2 -0.3 0.1 -0.7366
C -1.20038 2.35563 -0.45784 0.2 -0.2 0.0 -0.0143
C 3.20304 1.16255 -3.58620 0.0 0.1 -0.1 -0.2957
C -2.24063 1.31893 -0.37608 0.5 -0.5 -0.1 0.7786
C 3.32382 1.80215 -4.78702 -0.1 -0.1 0.0 -0.7238
C -5.49207 3.01106 0.50984 0.0 0.0 0.0 -0.7905
C -5.89682 1.40661 -1.22892 0.0 0.0 0.0 -0.7379
C -6.36500 2.39473 -0.37314 0.0 0.0 0.0 -0.3955
C -2.19887 -1.95278 0.62012 -0.1 -0.1 0.1 0.2348
H 2.51080 -1.98192 -0.85427 0.1 0.1 0.0 0.1240
H 4.02878 0.87372 -2.95407 0.0 0.0 0.0 0.4303
H 1.77842 4.75898 -0.40255 0.0 0.0 0.0 0.4152
H 3.69579 -2.59938 0.24913 0.0 0.0 0.0 0.2115
H -6.57734 0.91189 -1.90885 0.0 0.0 0.0 0.3814
H -2.45368 4.08503 -0.72128 0.0 0.0 0.0 0.5841
H 0.01576 1.99782 -5.47387 0.0 0.0 0.0 0.4199
H 4.30592 2.03714 -5.16772 0.0 0.0 0.0 0.4080
H -0.54443 5.66034 -0.67208 0.0 0.0 0.0 0.4384
H 2.07433 2.26923 -0.28502 0.0 0.0 0.0 0.3796
H -5.85165 3.76960 1.19183 0.0 0.0 0.0 0.3789
H -2.81492 -3.84174 1.04824 0.0 0.0 0.0 0.2094
H 2.20506 2.64555 -6.43213 0.0 0.0 0.0 0.3877
H 3.75331 0.13213 2.35251 0.0 0.0 0.0 0.2783
H 2.74836 -1.16544 2.98934 0.0 0.0 0.0 0.2697
H 4.29374 -1.55624 2.20382 0.0 0.0 0.0 0.4223
H -3.48377 3.11151 1.24019 0.0 0.0 0.0 0.5859
H -4.19231 0.28574 -1.88865 0.0 0.0 0.0 0.4289
H -3.87346 -2.94413 0.00264 0.0 0.0 0.0 0.2320
H -7.40834 2.67930 -0.39237 0.0 0.0 0.0 0.3906
```
Forces are in eV/Å.

Values from the calculation:
orbital gap (spin up / spin down)	0.2493 / 0.2495	Eh
LUMO (spin up / spin down)	-0.09 / -0.09	eV